--- i ---
The following is a DFT calculation (the ωB97M-V functional and the def2-TZVPD basis) of 2 unconnected molecules or ions with the total composition C3H5NO.

Each line ends with the natural charge from an NBO analysis.
CARTESIAN COORDINATES (ANGSTROEM)
C: -0.34018 1.12378 -1.14359  -0.66
C: 0.46813 1.22377 -0.10222  0.42
N: 1.21570 1.33873 0.87648  -0.66
H: -0.85902 0.17610 -1.28901  0.27
H: -0.44367 1.95007 -1.84143  0.25
H: 2.16065 0.99468 0.70367  0.37
C: -0.55919 -1.70188 0.71156  0.28
O: -0.59227 -1.78379 -0.48954  -0.51
H: -0.15750 -2.53185 1.32498  0.11
H: -0.89264 -0.78961 1.24910  0.12

Properties
SMILES string: C=C=N.C=O
LUMO: 0.73 eV
Total charge: 0
E_HOMO: -9.11 eV
HOMO-LUMO gap: 9.85 eV

--- ii ---
The following is a DFT calculation (the ωB97M-V functional and the def2-TZVPD basis) of 2 unconnected molecules or ions with the total composition C3H5NO.

Each line ends with the natural charge from an NBO analysis.
CARTESIAN COORDINATES (ANGSTROEM)
C: 1.26279 -0.93206 -1.05114  0.04
C: 0.11321 -0.13286 -1.11345  -0.20
C: -0.65026 0.79371 0.87848  -0.06
N: 1.52008 0.21928 -1.50072  -0.32
O: -0.50682 -0.02543 1.92886  -0.70
H: 1.76790 -1.91605 -0.91096  0.21
H: -0.75342 -0.02444 -1.69258  0.18
H: -1.61828 1.14658 0.40003  0.17
H: 0.17680 1.40588 0.74250  0.17
H: -1.31199 -0.53461 2.31897  0.49

Properties
LUMO (alpha / beta): 0.69 / 0.69 eV
Total charge: 0
E_HOMO (alpha / beta): -7.12 / -7.12 eV
HOMO-LUMO gap (alpha / beta): 7.82 / 7.82 eV

--- iii ---
The following is a DFT calculation (the ωB97M-V functional and the def2-TZVPD basis) of a molecular structure, C3H5NO.

Each line ends with the natural charge from an NBO analysis.
CARTESIAN COORDINATES (ANGSTROEM)
C: -1.29133 0.06558 -0.07701  -0.68
C: 0.05876 0.13678 0.54380  -0.08
O: 0.92355 -1.31944 -0.30028  -0.79
C: 0.90681 1.20038 0.14088  0.14
N: 1.66002 2.06392 -0.07870  -0.31
H: -1.33938 0.30783 -1.14497  0.21
H: -1.87418 0.81502 0.47598  0.26
H: -1.76336 -0.90377 0.10662  0.23
H: 0.89766 -1.36809 0.68703  0.53
H: 1.82283 -1.02684 -0.52742  0.51

Properties
LUMO: -0.11 eV
Total charge: 0
E_HOMO: -8.83 eV
HOMO-LUMO gap: 8.73 eV

--- iv ---
The following is a DFT calculation (the ωB97M-V functional and the def2-TZVPD basis) of 2 unconnected molecules or ions with the total composition C3H5NO.

Each line ends with the natural charge from an NBO analysis.
CARTESIAN COORDINATES (ANGSTROEM)
N: 2.68856 -0.88850 0.57040  -0.78
C: 2.75193 0.18880 0.04411  0.88
O: 2.85459 1.21126 -0.46489  -0.49
H: 3.34483 -1.53830 0.42812  0.40
C: -0.32951 0.19054 0.16393  -0.39
C: -1.55577 0.16395 -0.12072  -0.38
H: 0.15670 -0.72915 0.44604  0.20
H: 0.37018 1.06030 0.02442  0.20
H: -2.39213 -0.57339 -0.12962  0.20
H: -2.01048 1.09802 -0.30884  0.18

Properties
SMILES string: N=C=O.C=C
LUMO: 0.79 eV
Total charge: 0
E_HOMO: -10.42 eV
HOMO-LUMO gap: 11.20 eV

Stability summary: most stable iv, least stable ii.

--- i ---
The following is a DFT calculation (the ωB97M-V functional and the def2-TZVPD basis) of 2 unconnected molecules or ions with the total composition C6H7OPS.

Each line ends with the natural charge from an NBO analysis.
CARTESIAN COORDINATES (ANGSTROEM)
C: -1.05650 1.72590 1.25673  -0.17
C: -0.42694 0.95639 2.23857  -0.22
C: -0.98198 1.35125 -0.06313  -0.23
C: 0.07448 -0.27334 1.87148  -0.17
C: -0.58469 0.08373 -0.43618  -0.15
C: -0.05080 -0.76334 0.57095  -0.26
O: 2.14999 -1.18222 -1.39105  -0.87
P: 1.98643 -1.30429 -2.90748  0.94
S: 0.62503 -2.24569 0.12634  0.24
H: -1.74184 2.52772 1.70660  0.22
H: -0.29446 1.38385 3.15922  0.21
H: -1.55270 1.88218 -0.86458  0.22
H: 0.42834 -0.99192 2.56965  0.22
H: -0.70547 -0.32142 -1.35451  0.21
H: 0.84375 -0.43051 -3.25967  -0.10
H: 1.28736 -2.39829 -3.22295  -0.08

Properties
LUMO (alpha / beta): -2.01 / -1.62 eV
Total charge: 0
E_HOMO (alpha / beta): -8.15 / -8.68 eV
HOMO-LUMO gap (alpha / beta): 6.14 / 7.06 eV

--- ii ---
The following is a DFT calculation (the ωB97M-V functional and the def2-TZVPD basis) of C6H7OPS in the gas phase.

Each line ends with the natural charge from an NBO analysis.
CARTESIAN COORDINATES (ANGSTROEM)
C: -1.10642 -0.98418 -3.23386  -0.18
C: -0.47913 -0.86174 -2.21343  -0.06
C: 1.33632 0.01128 -0.84852  -0.23
C: 0.23389 -0.77449 -1.00966  -0.25
C: 2.05763 0.09309 0.36070  -0.46
C: -1.41049 1.13521 1.52252  -1.01
O: -0.08790 -0.60931 3.17160  -1.04
P: -0.06886 -0.11052 1.80055  1.59
S: -0.40982 -1.69593 0.35020  -0.04
H: -1.63509 -1.09033 -4.13394  0.23
H: 1.57915 0.70391 -1.64900  0.23
H: 2.31965 -0.82217 0.87315  0.23
H: 2.69781 0.93559 0.54579  0.22
H: -2.34320 0.61811 1.74804  0.26
H: -1.27237 1.95761 2.21761  0.25
H: -1.41118 1.49388 0.49825  0.25

Properties
LUMO (alpha / beta): -0.94 / -0.94 eV
Total charge: 0
E_HOMO (alpha / beta): -7.98 / -7.98 eV
HOMO-LUMO gap (alpha / beta): 7.04 / 7.04 eV

Stability summary: most stable ii, least stable i.